<w>
This record from the OMol25 dataset describes 9 unconnected molecules or ions with the total composition C36H72O18S9. The level of theory is ωB97M-V/def2-TZVPD.

Calculated values
SMILES string ... O=S1(=O)CCCC1.O=S1(=O)CCCC1.O=S1(=O)CCCC1.O=S1(=O)CCCC1.O=S1(=O)CCCC1.O=S1(=O)CCCC1.O=S1(=O)CCCC1.O=S1(=O)CCCC1.O=S1(=O)CCCC1
LUMO level ... 0.04 eV
Highest occupied orbital energy ... -9.5 eV

Bonds (Å) are listed after each position.
Cartesian coordinates (Å):
1 O -29.023 -18.155 -19.989  S2 1.445
2 S -28.548 -19.140 -19.045  O1 1.445, O3 1.468, C4 1.801, C7 1.817
3 O -27.129 -19.166 -18.670  S2 1.468
4 C -29.543 -18.951 -17.556  S2 1.801, C5 1.563, H8 1.091, H9 1.090
5 C -30.394 -20.244 -17.335  C4 1.563, C6 1.543, H10 1.085, H11 1.088
6 C -30.487 -20.874 -18.741  C5 1.543, C7 1.536, H12 1.090, H13 1.090
7 C -29.109 -20.828 -19.419  S2 1.817, C6 1.536, H14 1.090, H15 1.086
8 H -30.135 -18.060 -17.769  C4 1.091
9 H -28.948 -18.701 -16.678  C4 1.090
10 H -29.875 -20.852 -16.601  C5 1.085
11 H -31.327 -19.845 -16.947  C5 1.088
12 H -31.232 -20.304 -19.296  C6 1.090
13 H -30.775 -21.925 -18.707  C6 1.090
14 H -29.064 -20.735 -20.505  C7 1.090
15 H -28.382 -21.461 -18.920  C7 1.086
16 O -27.697 -10.858 -11.117  S17 1.460
17 S -28.048 -11.955 -12.013  O16 1.460, O18 1.451, C19 1.821, C22 1.843
18 O -28.650 -13.144 -11.439  S17 1.451
19 C -28.768 -11.497 -13.622  S17 1.821, C20 1.499, H23 1.094, H24 1.088
20 C -27.882 -12.014 -14.714  C19 1.499, C21 1.539, H25 1.086, H26 1.094
21 C -26.438 -12.134 -14.195  C20 1.539, C22 1.510, H27 1.094, H28 1.093
22 C -26.463 -12.549 -12.743  S17 1.843, C21 1.510, H29 1.085, H30 1.093
23 H -28.702 -10.409 -13.528  C19 1.094
24 H -29.830 -11.733 -13.606  C19 1.088
25 H -28.199 -12.870 -15.301  C20 1.086
26 H -27.787 -11.179 -15.416  C20 1.094
27 H -25.844 -11.229 -14.354  C21 1.094
28 H -25.876 -12.847 -14.803  C21 1.093
29 H -25.658 -12.276 -12.070  C22 1.085
30 H -26.626 -13.630 -12.743  C22 1.093
31 O -26.502 -13.969 -7.415  S32 1.444
32 S -27.248 -14.670 -6.397  O31 1.444, O33 1.455, C34 1.816, C37 1.862
33 O -26.908 -14.550 -4.987  S32 1.455
34 C -29.035 -14.434 -6.618  S32 1.816, C35 1.500, H38 1.087, H39 1.093
35 C -29.470 -15.604 -7.449  C34 1.500, C36 1.522, H40 1.098, H41 1.100
36 C -28.792 -16.870 -6.945  C35 1.522, C37 1.552, H42 1.087, H43 1.097
37 C -27.306 -16.427 -7.010  S32 1.862, C36 1.552, H44 1.090, H45 1.087
38 H -29.228 -13.424 -6.971  C34 1.087
39 H -29.483 -14.536 -5.627  C34 1.093
40 H -30.553 -15.491 -7.585  C35 1.098
41 H -29.224 -15.426 -8.506  C35 1.100
42 H -28.982 -17.851 -7.375  C36 1.087
43 H -28.993 -17.032 -5.879  C36 1.097
44 H -27.040 -16.270 -8.056  C37 1.090
45 H -26.537 -17.006 -6.506  C37 1.087
46 O -34.040 -18.476 -17.089  S47 1.422
47 S -33.324 -17.493 -17.825  O46 1.422, O48 1.452, C49 1.803, C52 1.852
48 O -32.481 -17.838 -18.956  S47 1.452
49 C -34.399 -16.095 -18.199  S47 1.803, C50 1.491, H53 1.091, H54 1.094
50 C -33.421 -15.017 -18.527  C49 1.491, C51 1.575, H55 1.087, H56 1.087
51 C -32.594 -15.045 -17.186  C50 1.575, C52 1.515, H57 1.094, H58 1.100
52 C -32.157 -16.452 -16.833  S47 1.852, C51 1.515, H59 1.088, H60 1.090
53 H -34.930 -15.931 -17.261  C49 1.091
54 H -35.118 -16.537 -18.894  C49 1.094
55 H -32.714 -15.244 -19.320  C50 1.087
56 H -33.837 -14.017 -18.613  C50 1.087
57 H -33.074 -14.449 -16.404  C51 1.094
58 H -31.688 -14.426 -17.255  C51 1.100
59 H -31.964 -16.662 -15.783  C52 1.088
60 H -31.228 -16.776 -17.299  C52 1.090
61 O -25.201 -18.567 -13.456  S62 1.459
62 S -24.733 -17.650 -12.423  O61 1.459, O63 1.451, C64 1.773, C67 1.778
63 O -25.414 -17.356 -11.176  S62 1.451
64 C -23.085 -18.198 -12.071  S62 1.773, C65 1.530, H68 1.087, H69 1.095
65 C -22.167 -17.488 -13.067  C64 1.530, C66 1.549, H70 1.092, H71 1.089
66 C -22.708 -16.037 -13.090  C65 1.549, C67 1.529, H72 1.088, H73 1.088
67 C -24.222 -16.166 -13.258  S62 1.778, C66 1.529, H74 1.092, H75 1.092
68 H -23.118 -19.283 -11.999  C64 1.087
69 H -22.975 -17.749 -11.078  C64 1.095
70 H -21.171 -17.619 -12.639  C65 1.092
71 H -22.133 -17.961 -14.047  C65 1.089
72 H -22.372 -15.473 -13.958  C66 1.088
73 H -22.599 -15.520 -12.138  C66 1.088
74 H -24.665 -16.279 -14.250  C67 1.092
75 H -24.705 -15.264 -12.876  C67 1.092
76 O -36.005 -15.273 -10.154  S77 1.461
77 S -34.773 -14.895 -9.466  O76 1.461, O78 1.460, C79 1.832, C82 1.827
78 O -33.864 -13.911 -10.048  S77 1.460
79 C -35.229 -14.448 -7.749  S77 1.832, C80 1.540, H83 1.086, H84 1.092
80 C -35.036 -15.736 -6.927  C79 1.540, C81 1.530, H85 1.086, H86 1.092
81 C -33.804 -16.431 -7.510  C80 1.530, C82 1.521, H87 1.094, H88 1.090
82 C -33.887 -16.432 -9.029  S77 1.827, C81 1.521, H89 1.087, H90 1.088
83 H -36.198 -13.962 -7.820  C79 1.086
84 H -34.474 -13.721 -7.445  C79 1.092
85 H -35.004 -15.425 -5.887  C80 1.086
86 H -35.910 -16.355 -7.141  C80 1.092
87 H -33.888 -17.448 -7.118  C81 1.094
88 H -32.836 -16.084 -7.148  C81 1.090
89 H -34.464 -17.275 -9.399  C82 1.087
90 H -32.930 -16.386 -9.546  C82 1.088
91 O -29.452 -16.878 -15.287  S92 1.455
92 S -28.919 -16.488 -13.991  O91 1.455, O93 1.447, C94 1.861, C97 1.832
93 O -27.900 -15.463 -13.909  S92 1.447
94 C -30.327 -16.088 -12.841  S92 1.861, C95 1.518, H98 1.103, H99 1.090
95 C -30.153 -17.047 -11.678  C94 1.518, C96 1.505, H100 1.099, H101 1.095
96 C -29.446 -18.335 -11.999  C95 1.505, C97 1.526, H102 1.089, H103 1.091
97 C -28.438 -18.014 -13.099  S92 1.832, C96 1.526, H104 1.086, H105 1.093
98 H -31.167 -16.374 -13.495  C94 1.103
99 H -30.694 -15.073 -12.689  C94 1.090
100 H -29.612 -16.459 -10.923  C95 1.099
101 H -31.088 -17.221 -11.136  C95 1.095
102 H -30.129 -19.159 -12.203  C96 1.089
103 H -28.839 -18.650 -11.148  C96 1.091
104 H -28.119 -18.831 -13.739  C97 1.086
105 H -27.579 -17.560 -12.598  C97 1.093
106 O -24.199 -21.162 -10.925  S107 1.441
107 S -25.147 -21.921 -10.150  O106 1.441, O108 1.453, C109 1.822, C112 1.844
108 O -25.274 -23.367 -10.220  S107 1.453
109 C -25.031 -21.450 -8.394  S107 1.822, C110 1.523, H113 1.092, H114 1.090
110 C -26.204 -20.504 -8.175  C109 1.523, C111 1.529, H115 1.094, H116 1.085
111 C -26.863 -20.077 -9.486  C110 1.529, C112 1.522, H117 1.097, H118 1.086
112 C -26.783 -21.167 -10.546  S107 1.844, C111 1.522, H119 1.092, H120 1.092
113 H -24.052 -21.023 -8.164  C109 1.092
114 H -24.955 -22.371 -7.816  C109 1.090
115 H -26.997 -21.099 -7.711  C110 1.094
116 H -25.893 -19.627 -7.615  C110 1.085
117 H -26.164 -19.333 -9.887  C111 1.097
118 H -27.851 -19.645 -9.358  C111 1.086
119 H -26.734 -20.894 -11.602  C112 1.092
120 H -27.599 -21.893 -10.540  C112 1.092
121 O -28.012 -21.086 -14.060  S122 1.455
122 S -27.248 -21.788 -15.081  O121 1.455, O123 1.441, C124 1.826, C127 1.856
123 O -27.946 -22.456 -16.150  S122 1.441
124 C -25.954 -20.651 -15.689  S122 1.826, C125 1.514, H128 1.096, H129 1.092
125 C -24.643 -21.314 -15.326  C124 1.514, C126 1.528, H130 1.100, H131 1.090
126 C -24.805 -22.252 -14.129  C125 1.528, C127 1.503, H132 1.101, H133 1.088
127 C -26.098 -23.004 -14.280  S122 1.856, C126 1.503, H134 1.085, H135 1.097
128 H -26.052 -19.748 -15.077  C124 1.096
129 H -26.270 -20.254 -16.657  C124 1.092
130 H -24.292 -21.858 -16.215  C125 1.100
131 H -23.796 -20.654 -15.137  C125 1.090
132 H -24.886 -21.565 -13.273  C126 1.101
133 H -23.873 -22.768 -13.911  C126 1.088
134 H -26.615 -23.510 -13.471  C127 1.085
135 H -25.791 -23.748 -15.026  C127 1.097

=====

<x>
This record from the OMol25 dataset describes 9 unconnected molecules or ions with the total composition C36H72O18S9. The level of theory is ωB97M-V/def2-TZVPD.

Calculated values
SMILES string ... O=S1(=O)CCCC1.O=S1(=O)CCCC1.O=S1(=O)CCCC1.O=S1(=O)CCCC1.O=S1(=O)CCCC1.O=S1(=O)CCCC1.O=S1(=O)CCCC1.O=S1(=O)CCCC1.O=S1(=O)CCCC1
LUMO level ... 0.11 eV
Highest occupied orbital energy ... -10.0 eV

Bonds (Å) are listed after each position.
Cartesian coordinates (Å):
1 O 3.637 2.671 -3.544  S2 1.455
2 S 2.884 3.782 -4.109  O1 1.455, O3 1.469, C4 1.824, C7 1.777
3 O 3.374 5.155 -3.933  S2 1.469
4 C 2.490 3.509 -5.869  S2 1.824, C5 1.538, H8 1.083, H9 1.104
5 C 1.007 3.111 -5.944  C4 1.538, C6 1.443, H10 1.075, H11 1.119
6 C 0.316 3.885 -4.940  C5 1.443, C7 1.545, H12 1.096, H13 1.120
7 C 1.166 3.755 -3.656  S2 1.777, C6 1.545, H14 1.085, H15 1.079
8 H 3.169 2.842 -6.386  C4 1.083
9 H 2.671 4.487 -6.347  C4 1.104
10 H 0.665 3.327 -6.939  C5 1.075
11 H 1.036 2.000 -5.819  C5 1.119
12 H -0.685 3.528 -4.667  C6 1.096
13 H 0.277 4.967 -5.228  C6 1.120
14 H 1.016 2.801 -3.162  C7 1.085
15 H 1.012 4.531 -2.922  C7 1.079
16 O 4.426 3.784 3.070  S17 1.446
17 S 3.898 2.456 3.289  O16 1.446, O18 1.447, C19 1.803, C22 1.760
18 O 2.514 2.071 3.120  S17 1.447
19 C 4.950 1.244 2.465  S17 1.803, C20 1.509, H23 1.089, H24 1.092
20 C 5.768 0.472 3.471  C19 1.509, C21 1.562, H25 1.077, H26 1.088
21 C 4.880 0.471 4.756  C20 1.562, C22 1.493, H27 1.119, H28 1.127
22 C 4.414 1.885 4.871  S17 1.760, C21 1.493, H29 1.104, H30 1.082
23 H 5.544 1.697 1.673  C19 1.089
24 H 4.172 0.583 2.077  C19 1.092
25 H 6.025 -0.496 3.076  C20 1.077
26 H 6.673 1.021 3.722  C20 1.088
27 H 5.415 0.190 5.697  C21 1.119
28 H 3.923 -0.109 4.619  C21 1.127
29 H 5.268 2.534 5.136  C22 1.104
30 H 3.643 2.016 5.619  C22 1.082
31 O -2.700 -0.175 -0.290  S32 1.429
32 S -1.455 -0.655 -0.801  O31 1.429, O33 1.468, C34 1.782, C37 1.734
33 O -1.519 -1.734 -1.794  S32 1.468
34 C -0.528 0.750 -1.386  S32 1.782, C35 1.543, H38 1.094, H39 1.069
35 C 0.818 0.793 -0.633  C34 1.543, C36 1.452, H40 1.108, H41 1.097
36 C 0.535 0.229 0.674  C35 1.452, C37 1.527, H42 1.076, H43 1.086
37 C -0.246 -1.049 0.378  S32 1.734, C36 1.527, H44 1.084, H45 1.103
38 H -1.152 1.599 -1.092  C34 1.094
39 H -0.568 0.757 -2.455  C34 1.069
40 H 1.555 0.162 -1.169  C35 1.108
41 H 1.178 1.814 -0.456  C35 1.097
42 H 0.012 0.878 1.354  C36 1.076
43 H 1.463 -0.121 1.117  C36 1.086
44 H -0.800 -1.379 1.249  C37 1.084
45 H 0.302 -1.889 -0.083  C37 1.103
46 O 3.652 -0.839 0.245  S47 1.465
47 S 4.929 -1.151 -0.403  O46 1.465, O48 1.441, C49 1.749, C52 1.808
48 O 6.078 -1.544 0.371  S47 1.441
49 C 4.545 -2.336 -1.631  S47 1.749, C50 1.561, H53 1.104, H54 1.084
50 C 4.311 -1.556 -2.964  C49 1.561, C51 1.545, H55 1.101, H56 1.104
51 C 5.376 -0.437 -2.950  C50 1.545, C52 1.514, H57 1.100, H58 1.091
52 C 5.508 0.122 -1.549  S47 1.808, C51 1.514, H59 1.081, H60 1.099
53 H 3.784 -3.040 -1.252  C49 1.104
54 H 5.510 -2.827 -1.682  C49 1.084
55 H 4.446 -2.185 -3.857  C50 1.101
56 H 3.237 -1.303 -2.938  C50 1.104
57 H 5.186 0.377 -3.665  C51 1.100
58 H 6.366 -0.799 -3.232  C51 1.091
59 H 4.868 0.985 -1.429  C52 1.081
60 H 6.519 0.396 -1.218  C52 1.099
61 O 2.982 -6.305 2.045  S62 1.422
62 S 3.272 -5.002 1.555  O61 1.422, O63 1.454, C64 1.826, C67 1.791
63 O 3.521 -4.832 0.133  S62 1.454
64 C 1.982 -3.842 2.122  S62 1.826, C65 1.553, H68 1.096, H69 1.086
65 C 2.708 -2.856 3.078  C64 1.553, C66 1.554, H70 1.104, H71 1.067
66 C 3.907 -3.587 3.743  C65 1.554, C67 1.520, H72 1.119, H73 1.102
67 C 4.566 -4.383 2.628  S62 1.791, C66 1.520, H74 1.084, H75 1.100
68 H 1.329 -4.519 2.685  C64 1.096
69 H 1.441 -3.404 1.289  C64 1.086
70 H 2.990 -1.971 2.480  C65 1.104
71 H 1.972 -2.488 3.757  C65 1.067
72 H 3.652 -4.388 4.482  C66 1.119
73 H 4.689 -2.848 3.977  C66 1.102
74 H 5.158 -5.262 2.854  C67 1.084
75 H 5.326 -3.814 2.072  C67 1.100
76 O -2.796 -1.549 3.631  S77 1.490
77 S -3.893 -0.544 3.548  O76 1.490, O78 1.415, C79 1.841, C82 1.722
78 O -5.245 -0.804 3.223  S77 1.415
79 C -3.818 0.383 5.137  S77 1.841, C80 1.534, H83 1.104, H84 1.085
80 C -3.524 1.846 4.786  C79 1.534, C81 1.534, H85 1.095, H86 1.090
81 C -2.617 1.819 3.548  C80 1.534, C82 1.559, H87 1.096, H88 1.095
82 C -3.318 0.785 2.617  S77 1.722, C81 1.559, H89 1.083, H90 1.104
83 H -3.015 -0.074 5.741  C79 1.104
84 H -4.813 0.162 5.509  C79 1.085
85 H -4.489 2.314 4.562  C80 1.095
86 H -3.111 2.382 5.642  C80 1.090
87 H -1.607 1.478 3.805  C81 1.096
88 H -2.604 2.792 3.048  C81 1.095
89 H -2.569 0.378 1.949  C82 1.083
90 H -4.254 1.184 2.189  C82 1.104
91 O -3.273 1.096 -3.263  S92 1.440
92 S -4.563 0.511 -3.527  O91 1.440, O93 1.469, C94 1.758, C97 1.714
93 O -5.737 1.377 -3.693  S92 1.469
94 C -4.445 -0.514 -4.950  S92 1.758, C95 1.524, H98 1.100, H99 1.087
95 C -4.363 -1.936 -4.407  C94 1.524, C96 1.490, H100 1.105, H101 1.082
96 C -5.308 -1.993 -3.257  C95 1.490, C97 1.599, H102 1.078, H103 1.092
97 C -4.860 -0.731 -2.384  S92 1.714, C96 1.599, H104 1.100, H105 1.078
98 H -3.585 -0.195 -5.557  C94 1.100
99 H -5.351 -0.406 -5.541  C94 1.087
100 H -4.647 -2.690 -5.164  C95 1.105
101 H -3.359 -2.192 -4.094  C95 1.082
102 H -5.054 -2.874 -2.691  C96 1.078
103 H -6.334 -2.020 -3.629  C96 1.092
104 H -3.870 -0.897 -1.932  C97 1.100
105 H -5.599 -0.353 -1.697  C97 1.078
106 O -1.922 -6.350 0.787  S107 1.440
107 S -1.916 -4.917 0.933  O106 1.440, O108 1.450, C109 1.720, C112 1.769
108 O -0.680 -4.176 0.769  S107 1.450
109 C -3.120 -4.190 -0.057  S107 1.720, C110 1.526, H113 1.082, H114 1.084
110 C -4.129 -3.443 0.810  C109 1.526, C111 1.551, H115 1.110, H116 1.098
111 C -4.178 -4.263 2.125  C110 1.551, C112 1.528, H117 1.110, H118 1.071
112 C -2.709 -4.513 2.462  S107 1.769, C111 1.528, H119 1.086, H120 1.090
113 H -3.724 -5.000 -0.446  C109 1.082
114 H -2.707 -3.568 -0.842  C109 1.084
115 H -3.913 -2.363 0.947  C110 1.110
116 H -5.114 -3.466 0.325  C110 1.098
117 H -4.794 -5.163 1.918  C111 1.110
118 H -4.567 -3.756 2.986  C111 1.071
119 H -2.613 -5.283 3.221  C112 1.086
120 H -2.263 -3.561 2.751  C112 1.090
121 O -2.205 4.568 1.583  S122 1.436
122 S -2.758 5.280 0.466  O121 1.436, O123 1.441, C124 1.820, C127 1.779
123 O -2.958 6.702 0.580  S122 1.441
124 C -1.761 4.926 -1.015  S122 1.820, C125 1.541, H128 1.096, H129 1.115
125 C -2.756 4.192 -1.935  C124 1.541, C126 1.540, H130 1.092, H131 1.093
126 C -3.776 3.459 -1.042  C125 1.540, C127 1.533, H132 1.117, H133 1.097
127 C -4.268 4.452 0.018  S122 1.779, C126 1.533, H134 1.097, H135 1.083
128 H -0.990 4.303 -0.548  C124 1.096
129 H -1.366 5.880 -1.436  C124 1.115
130 H -3.257 4.789 -2.699  C125 1.092
131 H -2.275 3.444 -2.570  C125 1.093
132 H -3.383 2.527 -0.567  C126 1.117
133 H -4.525 3.034 -1.720  C126 1.097
134 H -4.683 4.037 0.944  C127 1.097
135 H -4.926 5.175 -0.450  C127 1.083

=====

Most stable: <x>